{
  "formula": "C5H8ClN3O2",
  "method": "ωB97M-V with the def2-TZVPD basis set",
  "symbols": ["C", "C", "C", "C", "C", "N", "N", "N", "O", "O", "Cl", "H", "H", "H", "H", "H", "H", "H", "H"],
  "positions_angstrom": [[0.2944, -2.0205, -1.6336], [-0.5361, 0.7885, -0.2468], [0.8380, -0.2976, -0.4056], [-2.3104, 1.0700, 1.2694], [1.9804, 0.6734, -0.3927], [0.6953, -0.7972, -1.6750], [0.6093, -1.4702, 0.5390], [-0.9629, 0.5739, 0.9498], [-0.9186, 1.5722, -1.0755], [0.2596, -2.6079, -0.4282], [1.9164, 1.9427, 0.9156], [0.3171, -2.5725, -2.5427], [-2.1474, 2.1065, 1.4641], [-3.0947, 1.1647, 0.5074], [-2.6241, 0.5084, 2.0760], [1.8361, 1.2474, -1.2957], [3.0322, 0.2964, -0.3829], [1.3911, -1.9100, 1.0221], [-0.5755, -0.2682, 1.3353]],
  "forces_ev_per_angstrom": [[2.32, 2.64, 0.35], [2.82, -1.16, -1.28], [-2.21, 1.76, 1.08], [1.18, 1.28, -0.91], [1.66, 0.52, 0.73], [-0.78, -2.49, -2.33], [-0.04, -0.87, -1.32], [-2.75, -0.04, 0.66], [0.26, -0.22, -0.25], [-0.19, 0.98, 1.09], [0.17, -0.59, -0.12], [-0.76, -0.93, -0.21], [-0.19, 0.82, 1.01], [0.66, -1.08, -0.50], [-1.02, -0.71, 1.86], [0.02, 0.00, -0.26], [-1.01, -0.09, 0.05], [0.36, 0.56, -0.27], [-0.49, -0.37, 0.61]],
  "mulliken_charge": [-0.15, -0.07, 1.09, -1.02, -0.73, -0.55, -0.29, -0.01, -0.65, -0.37, -0.20, 0.45, 0.32, 0.32, 0.38, 0.36, 0.42, 0.31, 0.39],
  "homo_lumo_gap_ev": 9.4144,
  "largest_force_ha_per_bohr": 0.06862,
  "lumo_energy_ev": 0.6,
  "homo_energy_ev": -8.80,
  "charge": 0,
  "e_above_lowest_ev": 0.000
}